Entry 1:
Entry from the Open Molecules 2025 dataset: the ion C8H12N3O with charge +1 (ωB97M-V/def2-TZVPD).

Positions of all 24 atoms, in Å:
C  -0.421  -2.091  0.898
C  -1.213  -1.132  1.351
C  -0.093  -1.963  -0.535
C  -1.894  -0.104  0.432
C  1.191  0.832  0.408
C  0.681  -1.028  -1.080
C  -1.254  0.981  -0.050
C  -1.931  1.989  -1.000
N  -0.010  1.296  0.540
N  1.590  -0.102  -0.407
N  2.982  -0.413  -0.312
O  2.075  1.450  1.124
H  -0.187  -2.974  1.471
H  -1.441  -1.283  2.356
H  -0.665  -2.535  -1.260
H  -2.896  -0.245  0.093
H  0.595  -0.784  -2.086
H  -2.660  1.396  -1.614
H  -1.320  2.603  -1.661
H  -2.563  2.722  -0.556
H  -0.012  2.080  1.165
H  3.306  -1.081  -1.033
H  3.212  -0.617  0.628
H  2.927  1.004  1.128

Summary:
* total charge: +1
* max |F|: 2.227 eV/A
* orbital gap: 0.3741 hartree
* DFT total energy: -551.19451 hartree
* 2S+1: 1
* structure (SMILES): Cc1ccccc[n+](N)c(O)[nH]1

***

Entry 2:
Entry from the Open Molecules 2025 dataset: a structure of composition C29H86AsF6N16O11 (ωB97M-V/def2-TZVPD).

Positions of all 149 atoms, in Å:
As  0.441  -0.699  -0.813
F  1.625  -0.518  -2.178
F  1.571  0.374  0.124
F  -0.764  -0.711  0.536
F  -0.511  -1.847  -1.795
F  1.329  -2.138  -0.094
F  -0.443  0.781  -1.417
C  -2.852  1.363  4.716
C  -1.492  1.850  4.101
C  -1.814  3.081  3.147
O  -3.007  2.943  2.368
C  -2.833  2.144  1.231
N  -0.558  2.173  5.090
H  -3.485  0.944  3.933
H  -3.371  2.213  5.161
H  -2.587  0.702  5.541
H  -1.014  1.049  3.536
H  -0.897  3.119  2.558
H  -1.939  3.955  3.787
H  -2.774  1.087  1.492
H  -1.967  2.509  0.679
H  -3.716  2.279  0.606
H  0.349  2.401  4.710
H  -0.323  1.402  5.699
C  2.110  3.529  1.315
C  2.089  4.561  2.365
C  2.861  4.206  3.632
O  2.158  3.169  4.364
C  2.997  2.494  5.294
N  2.431  5.860  1.827
H  1.791  2.542  1.650
H  3.159  3.375  1.063
H  1.499  3.739  0.436
H  1.018  4.665  2.540
H  3.036  5.047  4.303
H  3.827  3.809  3.322
H  2.439  1.688  5.771
H  3.388  3.224  6.002
H  3.843  2.025  4.792
H  1.857  6.155  1.050
H  2.272  6.504  2.589
C  3.206  4.228  -4.209
C  1.978  3.909  -3.445
C  1.010  5.082  -3.094
O  1.605  6.396  -2.807
C  2.211  6.421  -1.472
N  1.324  2.860  -4.142
H  4.058  4.696  -3.716
H  2.979  4.913  -5.026
H  3.700  3.390  -4.702
H  2.327  3.487  -2.502
H  0.295  4.735  -2.348
H  0.398  5.350  -3.955
H  1.471  6.140  -0.722
H  2.396  7.480  -1.292
H  3.135  5.847  -1.400
H  1.955  2.276  -4.672
H  0.963  2.249  -3.423
C  -1.052  -4.284  0.619
C  -1.570  -5.484  1.374
C  -2.743  -6.243  0.709
O  -3.180  -7.329  1.461
C  -4.360  -8.014  0.962
N  -0.563  -6.537  1.411
H  -0.617  -4.444  -0.368
H  -0.265  -3.707  1.104
H  -1.927  -3.642  0.520
H  -1.800  -5.247  2.413
H  -2.325  -6.504  -0.263
H  -3.593  -5.582  0.539
H  -5.031  -7.181  0.751
H  -4.669  -8.803  1.648
H  -4.066  -8.513  0.039
H  -0.420  -6.951  0.500
H  -0.993  -7.299  1.916
C  -6.038  -3.217  1.216
C  -6.094  -1.789  0.650
C  -5.968  -1.748  -0.916
O  -4.808  -2.461  -1.411
C  -3.646  -1.662  -1.262
N  -7.314  -1.152  1.130
H  -5.784  -2.969  2.246
H  -5.234  -3.791  0.754
H  -6.990  -3.739  1.124
H  -5.228  -1.327  1.126
H  -6.086  -0.733  -1.294
H  -6.903  -2.247  -1.173
H  -3.673  -0.708  -1.788
H  -2.822  -2.245  -1.675
H  -3.450  -1.458  -0.209
H  -7.387  -1.335  2.121
H  -7.273  -0.144  1.079
C  5.032  0.866  0.375
C  5.879  1.506  -0.759
C  4.956  2.188  -1.792
O  5.597  3.100  -2.672
C  6.201  2.415  -3.792
N  6.784  2.417  -0.156
H  5.726  0.386  1.065
H  4.321  0.123  0.016
H  4.470  1.502  1.060
H  6.384  0.751  -1.362
H  4.234  2.800  -1.250
H  4.318  1.468  -2.305
H  5.518  1.776  -4.351
H  7.061  1.866  -3.408
H  6.630  3.111  -4.513
H  7.142  3.011  -0.891
H  6.343  3.108  0.434
C  2.296  -4.444  -3.226
O  1.664  -5.449  -2.776
N  1.862  -3.244  -2.913
N  3.380  -4.467  -3.921
H  0.981  -3.235  -2.419
H  2.446  -2.450  -3.133
H  3.710  -3.602  -4.325
H  3.761  -5.316  -4.313
C  -1.778  -3.399  -4.835
O  -1.231  -2.707  -5.699
N  -2.570  -4.360  -5.128
N  -1.497  -3.425  -3.557
H  -2.815  -4.583  -6.082
H  -3.052  -4.940  -4.457
H  -1.898  -4.193  -3.038
H  -0.996  -2.674  -3.104
C  2.955  -0.702  3.165
O  3.383  -0.846  4.279
N  2.315  0.318  2.679
N  3.098  -1.586  2.179
H  2.378  1.141  3.260
H  2.066  0.349  1.701
H  3.290  -2.526  2.496
H  2.690  -1.483  1.261
C  -1.818  -1.930  3.437
O  -2.327  -2.432  4.380
N  -2.494  -1.541  2.427
N  -0.574  -1.756  3.271
H  -1.960  -0.899  1.859
H  -3.503  -1.492  2.415
H  -0.043  -1.884  4.120
H  -0.157  -1.522  2.381
C  -3.276  1.537  -3.761
O  -4.260  1.762  -4.515
N  -2.305  0.655  -3.984
N  -3.104  2.036  -2.572
H  -1.632  0.427  -3.267
H  -2.237  0.206  -4.887
H  -2.393  1.582  -2.017
H  -3.827  2.661  -2.243

Summary:
* max |F|: 6.775 eV/A
* orbital gap (spin up / spin down): 0.2716 / 0.0821 hartree
* DFT total energy: -5695.17084 hartree
* 2S+1: 2
* expectation value of S²: 0.75

***

Entry 3:
Entry from the Open Molecules 2025 dataset: a cluster of 6 separate species, C35H33N2O24P in total (ωB97M-V/def2-TZVPD).

Positions of all 95 atoms, in Å:
C  6.985  3.942  -3.507
C  6.201  4.890  -4.406
N  4.780  4.525  -4.409
O  4.120  5.353  -3.421
P  3.001  6.301  -4.043
O  3.443  7.052  -5.214
O  2.632  7.219  -2.806
O  1.718  5.430  -4.395
C  1.122  4.637  -3.353
C  1.877  3.386  -2.999
C  2.241  2.439  -4.101
N  2.169  3.201  -1.780
H  6.503  3.865  -2.538
H  7.060  2.960  -3.965
H  7.987  4.336  -3.352
H  6.595  4.889  -5.417
H  6.275  5.883  -3.968
H  4.374  4.710  -5.320
H  2.678  6.718  -1.982
H  0.933  5.212  -2.451
H  0.150  4.322  -3.731
H  2.779  2.925  -4.908
H  2.884  1.649  -3.728
H  1.348  1.986  -4.532
H  2.655  2.315  -1.662
C  1.646  0.523  1.144
C  1.799  -0.337  0.128
C  1.401  -1.785  0.234
O  1.558  -2.484  -0.749
C  0.857  -2.262  1.493
C  0.709  -1.405  2.511
C  1.084  0.047  2.393
O  0.887  0.747  3.370
O  0.218  -1.747  3.695
O  2.305  0.010  -1.048
H  1.922  1.566  1.073
H  0.588  -3.306  1.565
H  0.223  -0.932  4.235
H  2.297  -0.797  -1.599
C  -1.749  2.765  3.781
C  -2.524  2.525  4.846
C  -3.857  3.198  5.033
O  -4.502  2.904  6.022
C  -4.295  4.154  4.032
C  -3.519  4.397  2.967
C  -2.197  3.704  2.768
O  -1.569  3.972  1.761
O  -3.845  5.253  2.009
O  -2.189  1.681  5.814
H  -0.790  2.285  3.639
H  -5.247  4.644  4.183
H  -3.110  5.229  1.367
H  -2.927  1.698  6.453
C  -3.067  -2.466  4.112
C  -3.953  -2.402  3.114
C  -5.432  -2.318  3.362
O  -6.165  -2.246  2.393
C  -5.904  -2.330  4.737
C  -5.016  -2.399  5.738
C  -3.533  -2.459  5.484
O  -2.797  -2.506  6.454
O  -5.362  -2.418  7.018
O  -3.601  -2.412  1.831
H  -2.004  -2.526  3.942
H  -6.970  -2.284  4.907
H  -4.529  -2.466  7.524
H  -4.432  -2.356  1.323
C  -2.341  -6.316  5.658
C  -2.016  -6.208  4.363
C  -1.629  -7.401  3.532
O  -1.365  -7.204  2.360
C  -1.589  -8.704  4.169
C  -1.912  -8.815  5.465
C  -2.322  -7.624  6.291
O  -2.614  -7.820  7.454
O  -1.901  -9.965  6.121
O  -2.009  -5.052  3.710
H  -2.618  -5.464  6.263
H  -1.295  -9.552  3.567
H  -2.177  -9.759  7.034
H  -1.738  -5.264  2.795
C  3.003  -0.236  -7.679
C  2.593  -0.198  -8.954
C  1.169  -0.498  -9.344
O  0.882  -0.423  -10.523
C  0.227  -0.860  -8.299
C  0.639  -0.901  -7.026
C  2.056  -0.577  -6.635
O  2.337  -0.619  -5.450
O  -0.156  -1.223  -6.014
O  3.392  0.103  -9.965
H  4.021  -0.020  -7.388
H  -0.788  -1.088  -8.590
H  0.395  -1.175  -5.210
H  2.840  0.060  -10.770

Summary:
* max |F|: 1.663 eV/A
* orbital gap: 0.2918 hartree
* DFT total energy: -3610.17851 hartree
* 2S+1: 1
* structure (SMILES): [H]/N=C(\C)CO[P@@](=O)(O)ONCC.O=C1C=C(O)C(=O)C=C1O.O=C1C=C(O)C(=O)C=C1O.O=C1C=C(O)C(=O)C=C1O.O=C1C=C(O)C(=O)C=C1O.O=C1C=C(O)C(=O)C=C1O